Entry 1:
106
Properties=species:S:1:pos:R:3 method="wB97M-V/def2-TZVPD" e_above_lowest_ev=1.461 total_charge=0 fmax_ev_per_a=1.498 multiplicity=2 homo_lumo_gap_ev="6.28 / 6.21"
C -2.91 2.26 2.27
C -1.17 -1.55 3.28
C 4.81 -1.32 -1.71
C 4.94 1.04 1.31
C 0.20 -1.09 5.27
H -2.42 -3.68 -1.08
C 2.39 -1.54 2.33
H -0.31 -3.95 -3.59
C 0.45 0.73 -3.40
N 0.52 2.41 0.31
H 1.53 -0.52 6.87
H 0.80 -4.77 -2.48
H 6.27 -2.54 -2.71
H -3.56 0.43 3.18
C -0.42 3.17 -0.22
H -4.33 -0.14 -3.88
H 1.17 -3.95 -0.15
H -0.18 -1.02 -6.78
H -1.58 -3.94 5.68
C 4.26 -3.22 -3.07
C 5.22 -2.38 -2.51
C -0.35 -3.17 -1.52
H 1.33 -1.57 2.08
C -0.18 -4.29 -2.56
C 0.29 -0.66 -3.41
C 3.01 -0.27 1.82
H -2.74 -0.92 -3.64
H 4.57 -4.03 -3.72
C -1.85 -2.82 -1.46
C -1.62 -2.69 3.92
C 4.38 -0.07 1.90
H -0.93 -5.07 -2.37
C -0.24 -0.72 3.98
C 3.45 -1.12 -1.47
C 1.34 2.58 3.44
H -5.54 0.17 -0.23
C -3.30 0.01 -3.57
H -2.53 4.86 -0.50
H -4.50 -1.28 -0.22
H 3.17 3.50 -1.43
H -0.95 4.56 -1.78
S -1.73 -1.12 1.70
H -4.81 3.17 2.69
H 0.06 -2.52 6.88
H -3.58 1.85 4.25
H -5.45 -0.86 -1.68
Si 0.61 -1.55 -1.77
C 1.00 1.24 4.02
H 6.00 1.22 1.35
H 2.20 -3.66 -3.30
C 2.91 -3.00 -2.82
H 2.51 -1.65 3.41
H -2.05 1.06 3.81
H 2.87 -2.39 1.84
H 4.52 2.80 0.14
H -0.09 -2.99 0.65
H -5.40 1.93 -2.79
H 5.00 -0.81 2.39
H -2.33 -3.32 3.39
H -4.09 3.13 -2.71
C 0.17 0.85 -5.79
N -1.84 2.22 1.47
C -3.83 4.10 1.03
H 2.42 2.71 3.37
C -2.68 4.11 0.27
C 0.39 1.48 -4.57
C -3.03 1.34 3.45
O 0.29 -0.52 -0.57
C -0.29 -2.26 5.88
C 2.75 1.67 0.62
H -0.07 -2.34 -4.72
C -3.94 3.18 2.04
H -2.81 0.75 -4.22
C 1.78 2.54 -0.10
C 0.10 -3.71 -0.15
C -4.63 2.36 -2.15
C 0.00 -0.52 -5.83
N 2.21 0.63 1.25
Sb -3.27 0.77 -1.56
Mn -0.19 0.53 1.02
C 4.11 1.93 0.63
H 0.60 1.22 -2.44
C 1.15 4.12 -1.75
H 0.89 2.70 2.47
C 1.14 -0.24 5.90
C -1.19 -3.04 5.21
H -0.45 -4.64 0.08
C -0.16 4.01 -1.30
H -2.05 -1.97 -0.81
C 0.07 -1.27 -4.66
H -5.09 2.82 -1.27
H 0.52 2.56 -4.53
C -4.88 -0.46 -0.84
H 3.13 -0.27 -0.88
H 0.14 1.43 -6.71
H 1.39 4.78 -2.58
C -1.72 3.15 0.51
H 5.54 -0.65 -1.28
H -4.62 4.82 0.85
C 2.46 -1.96 -1.99
N 0.19 0.44 3.36
H 2.22 1.59 5.77
C 1.52 0.91 5.30
H 0.96 3.37 4.11
H -2.24 -2.59 -2.46
C 2.14 3.41 -1.12



Entry 2:
154
Properties=species:S:1:pos:R:3 method="wB97M-V/def2-TZVPD" smiles="C=C[C@@]1(CC(=O)Cl)[C@@H](N)C(=O)O[C@]1(CCN)CCCCC(F)(F)C(F)(F)S(F)(F)(F)(F)F.O=C1OC[C@@H](F)O1.O=C1OC[C@@H](F)O1.O=C1OC[C@@H](F)O1.O=C1OC[C@@H](F)O1.O=C1OC[C@@H](F)O1.O=C1OC[C@@H](F)O1.O=C1OC[C@@H](F)O1.O=C1OC[C@@H](F)O1.O=C1OC[C@@H](F)O1.O=C1OC[C@@H](F)O1" total_charge=0 fmax_ev_per_a=2.360 multiplicity=1 homo_lumo_gap_ev=7.47
C -6.67 7.02 4.70
C -3.43 -0.73 -2.48
H -3.34 -6.21 0.12
O -5.97 -2.01 -1.86
H -4.23 -0.64 -1.76
O -1.69 -4.17 -2.62
O -0.40 -5.85 -1.79
C -3.46 3.60 9.37
C 1.83 -5.51 -4.64
F 4.82 -0.17 1.82
H 2.28 -6.85 -2.98
H -2.89 -2.17 -3.96
O 1.80 5.77 -9.68
C 1.79 6.00 -6.33
C -2.61 4.75 8.89
F -8.29 -5.54 -0.50
H 5.18 2.99 2.00
H -9.33 -4.31 -2.96
C -4.34 0.91 3.90
O -1.48 2.26 -6.33
H -4.25 -4.91 1.12
H -2.95 2.64 9.24
H -3.37 -2.86 1.18
O -6.13 7.02 3.37
C -2.32 -3.19 -0.64
C -2.40 2.00 3.78
F 1.80 -4.22 -4.20
O -8.34 6.73 3.18
C 1.38 7.39 -6.73
H -2.79 3.87 -6.28
H -0.43 -0.10 -1.53
O 2.42 -5.55 -5.92
C -8.33 -4.35 -2.56
C 4.13 -1.32 -0.25
C -3.02 -2.25 0.35
F 7.46 -1.64 3.17
H 4.59 3.40 3.62
H 7.60 -4.17 4.67
H 1.93 8.17 -6.21
N -3.92 -0.01 -3.69
C 1.48 -0.97 -1.71
H 1.48 -3.07 -1.36
O 9.62 -3.31 0.76
H -2.55 -0.18 -2.12
O 1.68 7.40 -8.13
F -1.31 2.18 4.57
H 6.80 -2.73 5.33
H 3.61 -5.76 -3.43
C -0.71 -2.02 -2.48
H 9.09 -2.82 3.28
C -1.51 1.67 -5.12
C -3.14 -2.16 -2.90
C -2.22 -1.11 0.93
C -1.01 -4.81 -1.64
C -3.50 2.98 4.11
H -6.02 6.48 5.38
H -7.82 -5.23 -2.95
C 1.68 6.11 -8.56
H -3.46 3.89 3.51
C 9.07 -1.83 -0.89
H 1.57 -0.51 -2.69
H -0.12 -3.44 -0.42
C -2.01 -2.82 -2.11
O -1.45 0.49 -4.94
O 8.70 -3.07 6.05
H 2.84 5.90 -6.05
H -0.13 -1.40 -0.41
C 9.43 -1.93 5.88
C -1.30 3.85 -4.70
H -3.49 3.26 5.16
F 3.38 -3.60 -0.15
F 4.07 -2.23 2.05
H -9.10 -3.72 -0.59
C -1.07 -3.97 -0.32
H -6.77 8.05 5.04
C -8.29 -4.30 -1.05
H 7.63 -3.05 0.19
H -2.09 2.01 2.73
F 4.44 -2.92 -1.88
C 2.18 -2.34 -1.73
F 5.42 -1.66 -0.03
O -1.61 2.59 -4.13
O 10.47 -1.77 -0.64
F -1.29 4.50 9.04
O -4.85 4.44 6.39
C 3.10 -6.74 -6.01
F 2.08 -1.60 1.15
O -3.00 0.76 4.09
N -0.99 -4.69 0.92
C -3.40 -4.30 -0.80
O 3.50 6.85 2.25
C 8.54 -2.47 0.36
S 3.45 -0.91 1.46
C -1.73 3.66 -6.14
C -8.00 6.35 4.50
H -3.92 -1.85 -0.11
O -7.58 -3.17 -2.90
H -2.85 5.71 9.34
C 3.49 -2.53 -0.97
O 3.25 -7.29 -4.78
O -7.05 -3.67 -0.79
C -6.79 -2.87 -1.86
C -7.17 6.93 2.50
O -2.08 -0.01 0.45
O 1.54 5.25 -7.50
H -1.15 4.26 -6.84
C 8.40 -2.28 3.93
H -0.12 -5.18 1.01
H -3.99 -4.37 -1.70
C -0.03 -1.11 -1.45
H 1.85 -0.24 -1.00
H -1.04 -4.03 1.69
F 2.91 -0.56 2.89
H 2.34 -2.62 -2.77
H -7.97 5.26 4.56
C 3.08 3.52 2.08
H -3.12 0.05 -4.33
H -4.06 -2.72 -2.81
O 2.56 4.80 2.37
C 4.50 3.62 2.56
F 8.60 -0.57 -1.06
H 8.90 -2.41 -1.81
O 11.85 -3.21 0.42
C 2.78 -6.35 -3.81
H -0.95 -1.38 -3.33
F -2.04 4.81 -4.09
O -4.58 3.67 8.48
O 10.23 -1.52 6.64
H -0.25 4.06 -4.57
C 10.76 -2.81 0.21
H 0.31 7.56 -6.59
C 3.61 5.68 2.32
O -5.11 0.01 3.81
O 4.79 5.01 2.33
C -3.70 -5.19 0.23
O 9.10 -1.33 4.70
H 0.01 -2.73 -2.89
F -8.94 6.82 5.36
C -4.19 4.31 7.37
O -4.67 2.22 3.82
F 2.92 0.50 0.96
H 8.34 -1.73 1.14
O 3.48 -7.22 -7.01
O -7.08 7.00 1.33
Cl -1.42 -1.47 2.52
O -2.92 4.79 7.50
H -3.77 3.70 10.41
C 7.75 -3.14 4.99
H -4.15 0.92 -3.37
H 0.81 -5.90 -4.69
H 2.97 3.32 1.01
F 4.20 -0.24 -1.02
F 1.01 5.51 -5.32
F 2.38 2.59 2.78